C18H17N4O6Pb as an isolated structure, computed with ωB97M-V with the def2-TZVPD basis set.

Structure (XYZ):
```
46
Properties=species:S:1:pos:R:3:forces:R:3
Pb 1.36832 -0.39350 -0.43231 0.057 -0.239 0.158
O -1.62554 -3.67520 0.48594 0.152 -0.073 -0.167
C -2.40214 -2.95433 1.29117 -0.094 0.087 0.134
C -3.57165 -3.59281 1.73767 0.076 -0.045 -0.035
C -4.46379 -2.95891 2.57072 -0.009 0.099 0.039
C -4.22727 -1.64810 2.98877 -0.044 -0.092 -0.013
C -3.08140 -1.01321 2.56274 0.082 0.043 -0.014
C -2.15067 -1.64037 1.72719 -0.052 -0.024 -0.090
C -0.92011 -0.90899 1.34397 0.034 -0.152 0.036
O 0.05479 -1.60875 0.84489 0.037 0.037 0.057
N -0.87221 0.37785 1.56664 -0.027 0.202 0.010
N 0.36437 0.85362 1.20010 0.084 -0.080 -0.120
C 0.90803 1.81452 1.84261 -0.022 0.073 0.069
C 2.30864 2.15519 1.70766 0.116 -0.039 -0.046
C 2.72400 3.46032 2.02012 -0.058 -0.019 0.001
C 4.05023 3.81331 2.05182 0.030 -0.023 -0.006
C 5.00858 2.81610 1.80498 0.042 0.050 0.010
C 4.64634 1.52319 1.53543 -0.085 -0.024 -0.005
C 3.28082 1.12189 1.46025 -0.069 0.240 0.050
O 2.97699 -0.10410 1.22780 -0.140 -0.097 0.080
H -0.95940 -3.14715 -0.02681 -0.216 -0.103 0.047
H -3.74504 -4.60358 1.39106 0.004 0.004 0.000
H -5.35534 -3.48290 2.89487 -0.001 0.005 0.003
H -4.92540 -1.13858 3.63979 -0.004 -0.008 0.004
H -2.86408 -0.00113 2.87695 0.011 -0.008 -0.009
H 0.30228 2.32454 2.59515 -0.019 -0.007 -0.028
H 1.96222 4.20317 2.23820 -0.003 -0.007 0.003
H 4.35027 4.82837 2.27471 0.004 0.000 0.001
H 6.06218 3.07303 1.83167 -0.006 0.004 -0.001
H 5.38840 0.75817 1.34808 -0.007 -0.007 -0.009
C -0.24900 1.19643 -4.43284 -0.022 -0.016 -0.001
C -0.27077 0.52627 -3.09403 0.115 0.208 0.202
N 0.02624 1.14511 -2.00957 -0.113 0.070 -0.050
O 0.41082 2.47323 -2.21554 0.001 0.046 -0.063
C -0.59385 -0.89121 -2.97879 -0.118 -0.009 -0.209
C -1.38328 -1.63321 -4.00845 -0.059 0.101 -0.071
N -0.17364 -1.50853 -1.92056 0.010 -0.094 0.136
O -0.46001 -2.74352 -1.74897 0.065 -0.073 0.138
H 0.59647 1.87929 -4.48279 0.010 -0.006 0.012
H -1.15849 1.78169 -4.58644 0.006 0.010 0.006
H -0.17250 0.45651 -5.22593 -0.004 0.010 -0.001
H 0.83576 2.71458 -1.38432 -0.014 -0.010 0.008
H -1.93303 -0.95218 -4.65883 0.005 -0.022 -0.001
H -2.08207 -2.29861 -3.50110 -0.006 -0.002 0.008
H -0.74083 -2.26693 -4.62666 0.008 -0.013 0.018
O 2.75580 -0.13058 -1.72694 0.242 0.000 -0.290
```
Forces are in eV/Å.

Output
- Lowest unoccupied orbital energy: 2.755 eV
- Total charge: -1
- Energy above the lowest of the compared OMol25 structures with the same formula, charge and spin: 1.186 eV
- HOMO level: -4.917 eV

Results of the Löwdin charge analysis, in e, for atoms 1 through 5:
1 Pb 1.46
2 O 0.06
3 C -0.26
4 C -0.02
5 C -0.10



An isolated molecule of C18H17N7O3 in a non-equilibrium geometry, computed with ωB97M-V with the def2-TZVPD basis set.

Structure (XYZ):
```
45
Properties=species:S:1:pos:R:3:forces:R:3
C 1.96854 -4.08918 2.34722 -1.040 0.831 -1.969
O 3.31704 -3.83557 2.64564 1.078 3.035 1.772
C 3.50502 -2.51937 3.10767 2.071 2.024 -0.274
C 4.53836 -1.51835 2.61037 -1.997 0.195 1.308
C 4.26988 -0.35487 3.32380 -0.751 -4.088 -1.396
C 4.78912 0.94823 2.91300 -0.392 -0.184 -0.450
N 4.41587 1.29768 1.53263 -1.058 -0.587 1.408
C 3.12888 1.39525 0.99892 0.836 1.525 -3.698
O 3.14745 2.00945 -0.12599 -1.179 -1.550 2.212
N 1.98065 0.80568 1.49043 1.331 0.737 -0.207
C 0.69715 0.67973 0.85215 -1.553 -2.319 2.761
C -0.29703 0.03449 1.64179 -0.929 1.719 -4.039
C -1.60951 0.00083 0.91022 5.632 2.113 0.855
N -2.70651 -0.00804 1.51519 -3.226 -2.322 0.112
N -3.68741 -0.09889 0.52237 -0.221 1.766 -2.340
C -3.17067 0.23130 -0.69240 0.808 -0.092 1.730
C -3.91684 0.54795 -1.94385 -0.125 -0.093 -0.249
C -5.30330 0.80076 -1.85123 1.650 0.110 -2.276
C -6.00209 1.05770 -3.01734 1.335 -0.974 -0.615
N -5.38119 1.08385 -4.23069 -1.487 1.060 0.745
C -4.06717 0.99514 -4.31688 0.520 -0.812 -1.114
C -3.45934 1.08724 -5.73041 0.165 0.361 -0.237
C -3.28429 0.63223 -3.22739 -0.569 -0.445 2.332
C -1.71172 0.40440 -0.48840 -0.974 -0.552 -1.483
C -0.68166 0.92805 -1.24032 1.027 -0.136 2.376
N 0.52824 1.03403 -0.45676 0.400 0.560 -1.189
O 3.26262 -0.59598 4.22382 0.723 -0.121 -1.160
N 2.83923 -1.90935 4.07409 -0.518 -1.442 -0.397
H 1.98977 -5.06390 1.84009 -0.382 0.398 0.213
H 1.62637 -3.25471 1.64402 0.172 -1.294 0.556
H 1.27923 -4.05419 3.17893 0.152 -0.274 0.510
H 5.21545 -1.49856 1.76658 -0.109 -0.563 0.133
H 4.58211 1.69871 3.60025 -1.023 1.566 1.327
H 5.83297 0.83743 3.06827 1.312 0.090 -0.853
H 5.01196 1.95094 1.05115 0.008 0.010 -0.045
H 2.00325 0.58959 2.47854 -0.344 -0.322 -0.152
H -0.29718 -0.29563 2.67007 0.547 0.232 -0.001
H -5.78983 0.71514 -0.94998 -0.932 -0.060 2.007
H -7.08684 1.07725 -2.96074 0.103 0.298 -0.453
H -4.20941 1.26856 -6.51135 -0.105 0.416 0.606
H -3.05130 0.13913 -6.07644 0.336 -0.257 0.467
H -2.64228 1.84890 -5.83895 -0.770 -0.593 0.325
H -2.26311 0.24843 -3.28458 -0.262 0.481 -0.392
H -0.76093 1.33835 -2.30302 0.576 -0.597 1.938
H 1.45044 1.41021 -0.76043 -0.836 0.150 -0.705
```
Forces are in eV/Å.

Output
- SMILES: COc1cc(CNC(=O)Nc2cc3nnc(-c4ccnc(C)c4)c-3c[nH]2)on1
- Lowest unoccupied orbital energy: -0.379 eV
- Total charge: 0
- Energy above the lowest of the compared OMol25 structures with the same formula, charge and spin: 2.428 eV
- HOMO level: -7.990 eV

Results of the natural (NBO) charge analysis, in e, for atoms 1 through 5:
1 C -0.25
2 O -0.49
3 C 0.46
4 C -0.35
5 C 0.28



An isolated molecule of C18H17NO4S in a non-equilibrium geometry, computed with ωB97M-V with the def2-TZVPD basis set.

Structure (XYZ):
```
41
Properties=species:S:1:pos:R:3:forces:R:3
O -2.74364 -1.99942 0.76870 0.959 1.967 -1.234
C -2.74973 -0.92385 0.16361 -7.278 -0.671 1.177
C -4.01121 -0.13762 -0.12174 -5.314 -5.277 2.537
C -5.28510 -0.84155 0.19071 3.196 0.053 -1.385
C -6.60063 -0.40303 -0.14863 -2.939 2.513 1.333
C -7.93791 -0.81412 0.32357 6.009 14.017 -6.519
C -8.88974 0.13350 0.03297 2.763 6.044 -4.223
C -8.06793 1.31181 -0.74086 0.234 -10.086 6.101
O -6.79620 1.03552 -0.63622 0.509 -3.217 0.046
O -1.89047 -0.15714 -0.39146 3.845 -0.293 0.719
C -0.61462 -0.50069 -0.05890 2.799 5.027 -6.362
C 0.34053 0.25723 -0.79204 -6.175 2.540 0.808
C 1.63159 0.17193 -0.74056 3.333 6.491 -4.303
C 2.31861 -0.75826 -0.20846 -6.280 -7.561 7.085
C 3.59799 -1.08930 -0.00905 6.715 -1.709 -4.381
S 4.13323 -2.51871 -0.84579 -0.917 0.740 1.732
N 4.51840 -0.06486 0.06424 0.543 -1.916 2.779
C 4.23810 1.00353 0.98642 -3.761 2.197 2.229
C 4.79966 2.34037 0.22041 -4.142 -2.007 0.571
O 6.07836 2.01012 0.25056 5.201 -0.139 -1.208
C 6.53875 0.82171 -0.47111 -1.500 2.183 -3.271
C 5.92282 -0.39994 0.05068 0.970 3.266 5.773
C 1.32678 -1.71153 0.60533 0.502 4.413 -5.102
C -0.05871 -1.56910 0.39345 0.540 -6.439 7.695
H -4.09538 0.83742 -0.50895 0.426 0.909 -0.441
H -5.31048 -1.97606 0.55148 0.492 2.732 -0.619
H -8.21079 -1.58472 0.60142 -3.729 -13.672 5.268
H -9.92709 0.41607 -0.05699 -0.324 -1.339 0.775
H -8.28283 2.19633 -1.03944 -1.730 5.691 -2.156
H -0.04691 1.17799 -1.21242 -0.208 -0.106 -0.450
H 2.19847 1.03586 -1.26086 -0.780 -1.428 0.596
H 3.08223 0.89067 1.06257 1.910 1.090 0.198
H 4.57727 0.96530 2.27411 -0.286 -0.229 -4.182
H 4.62555 3.30601 0.84019 0.173 -1.519 -1.473
H 4.33619 2.26444 -0.92006 0.863 0.764 2.719
H 7.60517 0.94430 -0.62406 0.094 -0.383 0.624
H 6.07800 0.82195 -1.56601 0.888 0.695 1.686
H 6.20279 -1.24218 -0.36711 0.799 -3.820 -2.866
H 6.37790 -0.57506 1.15300 -1.458 0.456 -1.773
H 1.76661 -2.50445 1.04611 1.032 -2.514 1.635
H -0.77565 -2.17046 1.14118 2.028 0.537 -2.141
```
Forces are in eV/Å.

Output
- SMILES: O=C(/C=C/c1ccco1)Oc1ccc(C(=S)N2CCOCC2)cc1
- Lowest unoccupied orbital energy: -0.818 eV
- Total charge: 0
- Energy above the lowest of the compared OMol25 structures with the same formula, charge and spin: 14.000 eV
- HOMO level: -7.697 eV

Results of the natural (NBO) charge analysis, in e, for atoms 1 through 5:
1 O -0.61
2 C 0.76
3 C -0.37
4 C -0.16
5 C 0.16